C50H120Cl30N10O10 | ωB97M-V/def2-TZVPD

Summary:
Frontier orbital gap in eV: 9.0
Energy in eV: -464837.357
LUMO energy in eV: 0.35

```
220
C50H120Cl30N10O10 | OMol25 | ωB97M-V/def2-TZVPD
C 1.087 -7.277 2.233
Cl 1.493 -7.896 3.855
Cl -0.045 -8.265 1.310
Cl 2.647 -7.123 1.387
H 0.740 -6.258 2.312
C 7.057 1.989 -0.834
Cl 8.228 0.947 0.028
Cl 7.343 3.662 -0.500
Cl 5.371 1.558 -0.394
H 7.194 1.863 -1.954
C -3.437 -1.027 -5.461
Cl -4.484 0.340 -6.116
Cl -2.127 -0.511 -4.399
Cl -2.811 -2.133 -6.630
H -4.129 -1.608 -4.883
C -0.416 -3.651 4.843
Cl -0.830 -4.005 6.566
Cl 1.316 -3.725 4.417
Cl -1.146 -2.107 4.404
H -0.898 -4.430 4.226
C 8.656 -3.191 -3.832
Cl 7.052 -3.445 -4.579
Cl 8.707 -1.609 -3.006
Cl 9.926 -3.147 -5.069
H 8.913 -3.916 -3.047
C 1.877 1.126 5.808
Cl 1.538 0.870 4.046
Cl 1.399 -0.369 6.723
Cl 1.062 2.524 6.428
H 2.934 1.155 5.837
C -2.539 -3.794 0.620
Cl -4.109 -3.574 -0.200
Cl -1.271 -4.273 -0.465
Cl -2.675 -5.047 1.919
H -2.358 -2.862 1.100
C 5.986 2.687 3.181
Cl 5.052 4.145 3.465
Cl 5.490 1.391 4.236
Cl 7.762 3.097 3.438
H 5.951 2.317 2.179
C 2.495 -3.440 -2.159
Cl 2.614 -4.668 -0.907
Cl 2.374 -4.241 -3.766
Cl 3.810 -2.332 -2.133
H 1.654 -2.819 -2.124
C -2.405 3.468 -3.770
Cl -1.229 2.977 -5.117
Cl -3.641 4.453 -4.298
Cl -1.436 4.212 -2.509
H -2.800 2.491 -3.406
C 4.413 -1.903 3.259
C 4.261 -3.032 2.302
C 5.355 -3.072 1.180
O 5.204 -4.276 0.488
C 6.065 -4.568 -0.580
N 4.051 -4.269 3.083
H 3.698 -2.046 4.087
H 4.170 -0.934 2.800
H 5.438 -1.869 3.668
H 3.359 -2.906 1.666
H 6.354 -3.100 1.648
H 5.447 -2.189 0.518
H 6.792 -3.718 -0.666
H 5.535 -4.678 -1.571
H 6.671 -5.508 -0.371
H 4.868 -4.476 3.631
H 3.917 -5.090 2.512
C 0.458 -9.626 -2.647
C 1.016 -8.239 -3.023
C -0.045 -7.131 -2.862
O -1.137 -7.451 -3.746
C -1.039 -6.831 -5.011
N 2.271 -8.075 -2.336
H 1.056 -10.386 -3.122
H -0.556 -9.859 -2.952
H 0.441 -9.785 -1.551
H 1.272 -8.319 -4.063
H 0.397 -6.210 -3.171
H -0.543 -7.151 -1.883
H -0.743 -5.768 -4.933
H -2.015 -6.831 -5.491
H -0.258 -7.311 -5.692
H 2.559 -7.107 -2.331
H 2.152 -8.284 -1.342
C 7.948 4.398 -4.518
C 8.442 3.009 -4.765
C 7.319 2.136 -5.260
O 6.347 2.019 -4.251
C 5.387 1.025 -4.473
N 9.541 2.988 -5.773
H 8.641 5.116 -4.064
H 7.128 4.246 -3.778
H 7.519 4.854 -5.417
H 8.788 2.501 -3.842
H 7.614 1.109 -5.646
H 6.974 2.676 -6.168
H 5.871 0.120 -4.620
H 4.890 1.282 -5.458
H 4.712 0.881 -3.661
H 10.039 2.057 -5.851
H 10.292 3.689 -5.597
C 2.561 3.422 -3.013
C 3.048 4.826 -3.115
C 3.809 4.987 -4.465
O 4.144 6.358 -4.644
C 4.584 6.645 -5.958
N 1.952 5.812 -2.998
H 2.024 3.277 -2.073
H 3.517 2.764 -3.070
H 1.969 3.077 -3.844
H 3.811 5.084 -2.362
H 3.156 4.613 -5.198
H 4.777 4.337 -4.556
H 4.630 7.786 -6.049
H 3.839 6.272 -6.711
H 5.574 6.229 -6.301
H 2.318 6.723 -2.911
H 1.294 5.601 -2.207
C -4.603 4.794 0.817
C -3.826 3.468 0.932
C -3.491 3.191 2.350
O -2.868 1.914 2.460
C -2.288 1.648 3.761
N -4.772 2.396 0.468
H -4.237 5.584 1.510
H -5.648 4.519 1.173
H -4.616 5.115 -0.182
H -2.916 3.358 0.379
H -4.447 3.223 2.936
H -2.764 3.904 2.824
H -1.975 0.623 3.766
H -3.009 1.895 4.584
H -1.433 2.263 3.855
H -5.549 2.267 1.125
H -4.370 1.453 0.475
C -5.428 -0.366 -1.757
C -5.991 0.806 -2.482
C -7.329 1.197 -1.838
O -8.185 0.109 -1.953
C -9.346 0.261 -1.153
N -5.048 1.873 -2.595
H -6.136 -1.204 -1.842
H -5.130 -0.153 -0.736
H -4.510 -0.722 -2.271
H -6.209 0.460 -3.548
H -7.757 2.087 -2.412
H -7.227 1.520 -0.805
H -10.096 -0.392 -1.564
H -9.587 1.285 -1.208
H -9.120 -0.082 -0.131
H -4.871 2.246 -1.604
H -5.276 2.633 -3.190
C 0.845 3.477 1.828
C 0.946 4.331 0.604
C -0.198 5.341 0.644
O -0.174 6.074 -0.555
C -1.366 6.809 -0.792
N 2.265 4.901 0.517
H 1.752 2.857 1.900
H 0.028 2.832 2.003
H 0.827 4.164 2.661
H 0.701 3.837 -0.346
H 0.040 6.073 1.492
H -1.148 4.890 0.789
H -1.356 7.069 -1.867
H -1.398 7.757 -0.169
H -2.223 6.257 -0.504
H 2.371 5.531 -0.276
H 2.950 4.172 0.772
C -5.320 -0.814 2.446
C -6.281 -0.324 3.573
C -7.598 0.146 2.988
O -7.491 1.473 2.393
C -8.828 1.991 2.168
N -6.624 -1.375 4.464
H -5.694 -0.435 1.503
H -5.408 -1.882 2.400
H -4.349 -0.415 2.722
H -5.813 0.551 4.038
H -8.385 0.199 3.776
H -7.848 -0.560 2.210
H -9.359 1.951 3.105
H -9.352 1.467 1.431
H -8.694 3.069 1.867
H -6.911 -1.090 5.311
H -5.819 -2.046 4.553
C -2.539 -0.003 8.495
C -2.961 -0.752 7.245
C -3.736 -2.088 7.642
O -4.286 -2.653 6.507
C -4.886 -3.887 6.614
N -3.899 0.120 6.516
H -3.385 0.487 8.934
H -1.816 0.773 8.297
H -2.209 -0.636 9.385
H -2.074 -0.945 6.644
H -4.523 -1.692 8.256
H -3.043 -2.753 8.145
H -5.823 -3.911 7.148
H -4.222 -4.631 7.027
H -5.133 -4.162 5.586
H -4.803 0.163 7.071
H -4.191 -0.417 5.722
C -1.740 0.882 -1.396
C -1.454 -0.409 -0.674
C -0.198 -0.550 0.079
O 0.959 -0.634 -0.760
C 1.856 0.403 -0.659
N -2.454 -0.785 0.355
H -1.715 1.741 -0.752
H -2.625 0.833 -2.005
H -0.879 1.076 -2.051
H -1.563 -1.141 -1.498
H -0.170 -1.453 0.605
H -0.200 0.346 0.734
H 1.359 1.386 -0.710
H 2.640 0.188 -1.413
H 2.309 0.277 0.362
H -2.609 -0.018 1.003
H -3.306 -1.059 -0.130
```